Entry 1:
Here is a cluster of 11 separate species, C29H80O11 in total from the Open Molecules 2025 dataset. Energies are from ωB97M-V with the def2-TZVPD basis set.

Last column: Mulliken charge in e.
Positions of all 120 atoms, in Å:
C  -3.695  0.553  -2.310  -1.388
C  -2.840  -0.638  -2.675  0.709
C  -1.670  -0.272  -3.589  -1.604
O  -2.327  -1.268  -1.493  0.047
H  -4.154  1.003  -3.198  0.489
H  -3.168  1.367  -1.807  0.174
H  -4.555  0.301  -1.684  0.295
H  -3.443  -1.403  -3.177  0.380
H  -2.024  0.043  -4.576  0.544
H  -1.081  -1.173  -3.765  0.345
H  -1.075  0.533  -3.160  0.179
H  -1.361  -1.100  -1.404  -0.398
C  -1.403  -4.981  3.645  -1.172
C  0.061  -5.236  3.583  0.818
C  0.911  -3.974  3.778  -0.727
O  0.413  -6.200  4.584  -0.590
H  -2.015  -5.849  3.380  0.361
H  -1.688  -4.201  2.933  0.003
H  -1.781  -4.685  4.627  0.437
H  0.307  -5.648  2.598  0.026
H  1.954  -4.300  3.757  0.336
H  0.816  -3.471  4.743  0.354
H  0.699  -3.216  3.023  -0.213
H  1.272  -6.571  4.369  0.337
C  1.017  -4.019  0.074  -0.740
C  0.222  -4.490  -1.140  1.526
C  1.109  -5.252  -2.115  -1.665
O  -0.765  -5.414  -0.709  -0.694
H  0.321  -3.547  0.774  -0.177
H  1.842  -3.341  -0.160  0.283
H  1.484  -4.837  0.631  0.397
H  -0.233  -3.599  -1.581  -0.485
H  0.492  -5.482  -2.991  0.438
H  1.514  -6.167  -1.694  0.377
H  1.922  -4.649  -2.525  0.287
H  -1.443  -4.900  -0.238  0.248
C  -4.602  -3.115  1.615  -1.367
C  -3.930  -3.905  0.480  0.763
C  -4.669  -3.757  -0.836  -1.252
O  -2.590  -3.490  0.343  0.875
H  -3.992  -3.207  2.518  0.284
H  -5.593  -3.498  1.873  0.476
H  -4.723  -2.042  1.449  0.122
H  -3.918  -4.946  0.805  0.307
H  -4.607  -2.752  -1.263  0.023
H  -5.737  -3.983  -0.872  0.436
H  -4.193  -4.423  -1.564  0.338
H  -2.516  -2.643  -0.125  -0.185
C  0.012  1.560  -0.137  -0.360
C  0.458  0.152  0.250  1.972
C  -0.405  -0.382  1.389  -0.392
O  0.287  -0.732  -0.861  0.058
H  0.129  2.228  0.720  0.229
H  -1.043  1.581  -0.414  -0.224
H  0.641  1.918  -0.956  -0.413
H  1.524  0.162  0.492  -0.850
H  -1.316  -0.870  1.037  0.150
H  -0.641  0.438  2.066  0.199
H  0.049  -1.179  1.983  -0.457
H  0.977  -0.551  -1.522  -0.453
C  2.369  1.377  -3.860  -1.152
C  2.498  -0.126  -3.785  1.160
C  3.607  -0.700  -4.633  -1.696
O  2.664  -0.504  -2.405  -0.387
H  1.538  1.763  -3.268  0.028
H  2.224  1.666  -4.904  0.469
H  3.272  1.892  -3.517  0.214
H  1.525  -0.515  -4.102  -0.167
H  4.585  -0.317  -4.329  0.385
H  3.507  -0.361  -5.667  0.433
H  3.576  -1.789  -4.629  0.438
H  3.435  -1.065  -2.290  0.215
C  4.799  1.921  -1.106  -1.329
C  3.804  1.767  0.048  2.311
C  4.159  0.720  1.085  -1.321
O  3.648  2.993  0.771  -0.554
H  5.794  2.118  -0.706  0.395
H  4.488  2.806  -1.667  0.194
H  4.782  1.053  -1.763  0.176
H  2.822  1.565  -0.401  -0.815
H  4.959  1.031  1.756  0.318
H  4.437  -0.235  0.635  0.288
H  3.282  0.534  1.711  0.183
H  3.330  3.672  0.151  0.353
C  -4.020  2.452  1.183  -0.457
C  -4.585  2.070  2.545  0.131
C  -3.955  0.745  2.968  -0.436
O  -4.212  3.088  3.490  -0.567
H  -2.942  2.260  1.145  -0.182
H  -4.217  3.454  0.801  0.427
H  -4.403  1.805  0.382  0.099
H  -5.671  2.038  2.530  0.403
H  -4.439  0.389  3.879  0.395
H  -2.879  0.814  3.130  0.039
H  -4.081  -0.034  2.212  -0.164
H  -3.248  3.091  3.517  0.339
C  0.489  5.557  -1.527  -1.167
C  1.771  5.030  -2.164  1.447
C  2.239  5.938  -3.309  -1.483
O  2.781  5.011  -1.136  -0.492
H  0.653  6.515  -1.025  0.331
H  0.204  4.870  -0.728  0.169
H  -0.329  5.685  -2.235  0.435
H  1.675  3.974  -2.407  -0.641
H  1.402  6.047  -4.002  0.386
H  3.068  5.472  -3.841  0.381
H  2.550  6.908  -2.928  0.339
H  2.888  5.888  -0.752  0.268
C  1.065  5.278  2.003  -0.157
O  0.739  5.168  3.382  -0.507
H  1.050  4.330  1.477  -0.183
H  0.398  6.041  1.577  0.321
H  2.063  5.716  1.867  0.305
H  1.026  5.980  3.805  0.289
C  1.778  1.753  3.565  -0.158
O  2.883  1.306  4.329  -0.571
H  1.452  2.750  3.898  0.344
H  1.887  1.952  2.491  -0.138
H  0.938  1.087  3.749  0.167
H  3.638  1.824  4.025  0.339

Calculated values
**Molar mass**: 604.95 g mol⁻¹
**Net charge**: 0
**E_LUMO**: 0.3 eV
**Energy relative to the best compared isomer or geometry (same formula, charge and spin)**: 0.8107 eV
**SMILES string**: CC(C)O.CC(C)O.CC(C)O.CC(C)O.CC(C)O.CC(C)O.CC(C)O.CC(C)O.CC(C)O.CO.CO
**Orbital gap**: 9.681 eV

Entry 2:
Here is a cluster of 2 separate species, C15H21N3O3S2 in total from the Open Molecules 2025 dataset. Energies are from ωB97M-V with the def2-TZVPD basis set.

Last column: Mulliken charge in e.
Positions of all 44 atoms, in Å:
C  -1.617  -3.636  1.070  -1.067
H  -0.549  -3.719  0.484  0.259
C  -2.599  -3.183  -0.045  -0.393
H  -2.740  -4.086  -0.807  0.194
C  -2.508  -2.089  -0.849  -0.518
N  -3.549  -1.009  -0.182  -0.238
C  -3.397  -0.599  1.299  -0.794
C  -2.143  0.512  1.166  -0.310
N  -2.359  1.624  0.286  0.027
S  -1.359  2.909  0.647  1.150
O  -1.441  3.392  2.084  -0.642
O  -1.960  4.073  -0.336  -0.725
C  0.269  2.332  0.025  0.011
C  0.874  2.947  -0.997  -0.380
C  2.118  2.273  -1.298  -0.894
C  2.400  1.469  0.029  0.355
C  3.719  0.604  0.152  0.934
C  4.802  0.628  -0.559  -0.943
C  5.759  -0.102  0.036  1.041
N  4.994  -0.561  1.292  -0.640
O  3.763  -0.021  1.097  0.060
C  6.908  -0.575  -0.069  -1.862
H  7.028  -1.060  -1.133  0.275
H  7.639  0.231  -0.107  0.306
H  7.368  -1.184  0.302  0.878
H  5.158  1.199  -1.569  0.113
S  1.220  1.284  1.098  -0.112
H  2.807  2.609  -2.049  0.372
H  0.307  3.476  -1.637  0.602
C  -2.426  1.170  -0.930  -0.030
C  -3.628  0.339  -1.152  -1.332
H  -3.783  -0.135  -2.260  0.317
H  -4.519  0.793  -0.782  0.450
H  -2.676  1.990  -1.592  0.461
H  -1.573  0.671  -1.380  0.346
H  -2.037  1.106  2.334  0.253
H  -1.150  -0.031  0.910  0.025
H  -3.174  -1.314  2.050  0.401
H  -4.239  0.095  1.448  0.351
H  -2.810  -1.887  -1.677  0.909
H  -1.408  -1.679  -0.389  -0.138
H  -3.870  -3.182  0.713  0.239
H  -1.983  -4.641  1.475  0.339
H  -1.635  -3.034  1.801  0.348

Calculated values
**Molar mass**: 355.48 g mol⁻¹
**Net charge**: 0
**E_LUMO**: -0.5 eV
**Energy relative to the best compared isomer or geometry (same formula, charge and spin)**: 21.3241 eV
**Orbital gap**: 7.686 eV

Entry 3:
Here is the molecule C5H6O from the Open Molecules 2025 dataset. Energies are from ωB97M-V with the def2-TZVPD basis set.

Last column: Mulliken charge in e.
Positions of all 12 atoms, in Å:
C  0.928  0.593  -0.756  -0.487
C  1.326  -0.077  0.396  -0.482
C  0.194  -0.656  1.100  -0.150
O  -0.233  -1.674  0.278  -0.394
C  -1.090  -0.490  0.204  -0.183
C  -0.625  0.636  -0.783  -0.440
H  1.332  1.459  -1.266  0.350
H  2.323  -0.482  0.667  0.353
H  0.173  -0.810  2.123  0.511
H  -2.203  -0.625  0.226  0.367
H  -1.138  0.325  -1.681  0.309
H  -0.989  1.800  -0.509  0.246

Calculated values
**Molar mass**: 82.10 g mol⁻¹
**Net charge**: 0
**E_LUMO**: 1.0 eV
**Energy relative to the best compared isomer or geometry (same formula, charge and spin)**: 3.4900 eV
**SMILES string**: C1=C[C@@H]2O[C@@H]2C1
**Orbital gap**: 9.935 eV

Entry 4:
Here is a structure of composition C2H2FLiO2Rh from the Open Molecules 2025 dataset. Energies are from ωB97M-V with the def2-TZVPD basis set.

Last column: Mulliken charge in e.
Positions of all 9 atoms, in Å:
H  -1.445  0.812  -0.717  0.290
O  -1.170  -1.213  0.475  -0.472
C  -1.099  0.015  0.185  0.786
C  0.197  0.465  -0.473  0.078
O  1.261  0.046  0.076  -0.618
Li  0.317  -2.176  0.916  0.947
Rh  3.023  0.473  -0.196  1.717
F  -1.304  0.897  1.288  -0.129
H  0.220  0.681  -1.555  0.400

Calculated values
**Molar mass**: 186.88 g mol⁻¹
**Net charge**: +3
**E_LUMO (alpha / beta)**: -16.9 / -19.1 eV
**Energy relative to the best compared isomer or geometry (same formula, charge and spin)**: 1.6300 eV
**Multiplicity**: 5
**Orbital gap (alpha / beta)**: 8.512 / 7.064 eV

| no. | F_max (hartree/bohr) |
| --- | --- |
| 1 | 0.0346 |
| 2 | 0.3370 |
| 3 | 0.0669 |
| 4 | 0.1046 |